Entry 1:
C33H80ClFN2O15Sr2 as an isolated structure in a non-equilibrium geometry. Source: the Open Molecules 2025 dataset; level of theory: the ωB97M-V functional and the def2-TZVPD basis.

LUMO	-0.13	eV
ΔE to the lowest compared entry with this formula, charge and spin	0.000	eV
electronic energy	-3164.98529	Eh
HOMO-LUMO gap	5.5	eV
highest occupied orbital energy	-5.64	eV

Geometry as ORCA input:
```
! RIJCOSX wB97M-V def2-TZVPD def2/J DEFGRID3
* xyz 0 1
Sr 22.74 23.39 -2.57
Sr 26.84 22.93 -5.28
C 23.66 22.18 -7.65
C 24.40 21.97 -9.03
C 23.59 22.79 -10.01
C 24.31 22.98 -11.34
C 25.67 23.59 -11.22
C 26.57 22.88 -10.22
N 25.80 22.52 -9.00
O 26.61 21.91 -7.96
C 27.68 23.89 -9.95
C 27.15 21.70 -11.00
C 24.30 20.40 -9.43
H 22.84 21.50 -7.43
H 23.30 23.20 -7.59
H 24.35 22.08 -6.82
H 23.42 23.78 -9.60
H 22.67 22.38 -10.44
H 23.60 23.47 -12.02
H 24.62 22.03 -11.77
H 25.48 24.61 -10.87
H 26.08 23.83 -12.20
H 28.20 23.66 -9.01
H 27.43 24.95 -9.98
H 28.46 23.77 -10.70
H 28.11 21.41 -10.59
H 27.41 21.98 -12.02
H 26.46 20.87 -11.12
H 24.98 19.84 -8.79
H 24.71 20.09 -10.39
H 23.28 20.01 -9.38
C 29.90 21.85 -2.85
C 29.72 23.29 -2.13
C 31.07 24.00 -2.47
C 31.06 25.55 -2.23
C 29.92 26.15 -2.97
C 28.49 25.52 -2.63
N 28.58 24.01 -2.80
O 27.33 23.23 -2.71
C 27.46 26.15 -3.65
C 28.06 25.98 -1.25
C 29.65 23.02 -0.56
H 29.02 21.25 -2.61
H 30.69 21.44 -2.21
H 30.26 21.91 -3.87
H 31.50 23.88 -3.46
H 31.83 23.63 -1.78
H 31.97 26.09 -2.48
H 30.95 25.68 -1.15
H 30.18 26.11 -4.03
H 29.91 27.15 -2.54
H 27.88 25.86 -4.61
H 27.41 27.23 -3.64
H 26.45 25.76 -3.53
H 27.12 25.54 -0.92
H 27.96 27.06 -1.23
H 28.86 25.75 -0.55
H 29.54 23.89 0.08
H 30.54 22.54 -0.16
H 28.75 22.44 -0.36
Cl 22.64 20.35 -3.22
F 24.51 23.65 -4.42
C 29.71 25.73 -7.33
C 29.94 24.30 -6.76
C 31.36 23.92 -6.24
O 29.01 24.05 -5.71
H 28.70 26.07 -7.11
H 29.90 25.74 -8.40
H 30.33 26.48 -6.84
H 29.77 23.65 -7.62
H 32.12 23.91 -7.02
H 31.42 22.94 -5.77
H 31.70 24.64 -5.50
H 29.49 24.34 -4.93
C 25.84 26.15 -7.34
C 24.34 26.29 -7.30
O 23.72 25.98 -6.07
O 26.25 24.83 -6.94
H 26.05 26.93 -6.61
H 26.33 26.36 -8.29
H 23.82 25.86 -8.16
H 24.14 27.35 -7.47
H 24.07 25.16 -5.72
H 26.22 24.29 -7.73
C 26.03 21.38 -0.10
C 25.35 22.82 0.06
O 24.85 23.25 -1.25
O 25.13 20.42 -0.60
H 26.49 21.13 0.85
H 26.85 21.37 -0.82
H 26.04 23.50 0.57
H 24.44 22.83 0.66
H 25.66 23.39 -1.75
H 25.08 20.54 -1.55
C 22.58 26.61 -2.39
C 21.90 26.23 -1.08
O 22.33 24.99 -0.49
O 22.16 25.68 -3.45
H 23.64 26.78 -2.21
H 22.20 27.57 -2.76
H 20.82 26.18 -1.21
H 22.18 27.03 -0.39
H 22.29 25.03 0.47
H 22.40 26.07 -4.30
C 19.69 22.86 -1.30
C 20.29 21.85 -0.37
O 21.69 21.90 -0.34
O 20.34 23.00 -2.64
H 19.84 23.85 -0.87
H 18.61 22.76 -1.39
H 20.13 20.81 -0.67
H 19.86 22.13 0.59
H 22.08 21.03 -0.20
H 19.96 22.24 -3.09
C 19.05 22.37 -5.39
C 20.49 22.59 -5.97
O 21.56 23.11 -5.17
O 18.81 21.16 -4.64
H 18.36 22.25 -6.23
H 18.59 23.28 -5.01
H 20.61 23.10 -6.93
H 20.88 21.63 -6.32
H 22.38 22.98 -5.65
H 19.36 20.52 -5.12
C 26.42 19.83 -4.14
C 27.37 19.71 -5.40
O 28.23 20.83 -5.55
O 25.56 20.89 -4.24
H 27.05 19.92 -3.26
H 25.83 18.91 -4.11
H 26.83 19.59 -6.33
H 27.90 18.76 -5.32
H 29.03 20.54 -5.98
H 24.67 20.58 -4.09
*
```

***

Entry 2:
A 2-piece molecular cluster, C5H16N3S overall in a non-equilibrium geometry. Source: the Open Molecules 2025 dataset; level of theory: the ωB97M-V functional and the def2-TZVPD basis.

LUMO	-2.72	eV
ΔE to the lowest compared entry with this formula, charge and spin	0.819	eV
electronic energy	-762.34361	Eh
HOMO-LUMO gap	9.0	eV
highest occupied orbital energy	-11.70	eV

Geometry as ORCA input:
```
! RIJCOSX wB97M-V def2-TZVPD def2/J DEFGRID3
* xyz 1 1
C 2.21 -2.10 -1.12
C 2.11 -0.12 0.33
N 2.20 -0.69 -0.86
N 2.40 1.19 0.45
N 1.81 -0.81 1.42
H 2.13 -0.03 -1.59
H 1.80 1.84 0.94
H 2.97 1.59 -0.28
H 1.84 -0.34 2.30
H 1.28 -1.66 1.42
H 3.00 -2.36 -1.80
H 1.32 -2.48 -1.64
H 2.22 -2.72 -0.23
C -2.68 1.28 0.05
C -2.46 2.48 1.00
C -1.77 -1.20 -0.85
S -1.16 0.29 -0.03
H -3.45 0.70 0.54
H -2.90 1.51 -0.99
H -2.24 3.43 0.52
H -1.65 2.26 1.70
H -2.03 -1.93 -0.09
H -0.98 -1.66 -1.44
H -2.67 -1.03 -1.43
H -3.31 2.55 1.67
*
```

***

Question: Among the records above, which one has the highest LUMO?
Answer: C33H80ClFN2O15Sr2